Molecular formula: C4H13N3
Method: DFT, wB97M-V/def2-TZVPD

```
! wB97M-V def2-TZVPD RIJCOSX def2/J DEFGRID3
* xyz 0 1
C -0.510 0.428 0.140
C 0.343 -0.861 0.349
C -0.384 1.063 -1.246
C 1.837 -0.714 0.079
N -1.897 0.192 0.424
N -0.126 1.435 1.190
N -0.203 -1.984 -0.520
H 0.214 -1.216 1.379
H -1.992 -0.177 1.366
H -2.361 1.099 0.437
H -0.093 0.991 2.105
H 0.807 1.803 1.012
H -1.225 -1.954 -0.430
H -0.030 -1.767 -1.501
H -0.914 2.023 -1.287
H -0.809 0.421 -2.025
H 0.656 1.272 -1.517
H 2.297 -0.030 0.798
H 2.341 -1.682 0.176
H 2.049 -0.341 -0.927
*
```

The calculation puts the energy relative to the best compared isomer or geometry (same formula, charge and spin) at 7.1 kJ/mol. Its SMILES is C[C@H](N)C(C)(N)N. For the HOMO energy, the calculation gives -8.81 eV.

Molecular formula: C4H13N3
Method: DFT, wB97M-V/def2-TZVPD

```
! wB97M-V def2-TZVPD RIJCOSX def2/J DEFGRID3
* xyz 0 1
C 1.245 0.809 0.404
N 0.968 2.195 0.793
C 0.359 0.310 -0.794
C 0.976 -1.042 -1.180
N -1.072 0.303 -0.562
C -1.661 -0.919 0.056
N -1.521 -1.047 1.468
H 2.258 0.682 0.029
H 1.018 0.120 1.209
H 1.209 2.751 -0.017
H -0.028 2.269 0.949
H 0.585 0.952 -1.651
H 1.278 -1.613 -0.307
H 0.270 -1.516 -1.853
H 1.923 -0.920 -1.704
H -1.329 1.103 -0.019
H -1.125 -1.735 -0.416
H -2.676 -0.955 -0.333
H -2.078 -0.514 2.111
H -0.599 -1.232 1.815
*
```

The calculation puts the energy relative to the best compared isomer or geometry (same formula, charge and spin) at 95.7 kJ/mol. Its SMILES is C[C@H](CN)NCN. For the HOMO energy, the calculation gives -8.32 eV.

Molecular formula: C4H13N3
Method: DFT, wB97M-V/def2-TZVPD

```
! wB97M-V def2-TZVPD RIJCOSX def2/J DEFGRID3
* xyz 0 1
C 0.996 -0.675 0.041
C 0.581 1.643 -0.439
C -1.593 -0.999 1.225
C -1.650 -0.362 -1.123
N 0.667 0.552 0.517
N -0.862 -0.753 0.010
N 2.816 0.029 0.404
H 3.112 0.855 -0.112
H 2.941 0.242 1.392
H 1.195 -0.881 -1.007
H 1.147 -1.482 0.739
H 1.165 2.481 -0.056
H 0.927 1.388 -1.446
H -0.458 1.981 -0.491
H -2.237 -0.155 1.511
H -2.237 -1.887 1.121
H -0.895 -1.182 2.043
H -2.243 0.551 -0.944
H -1.009 -0.190 -1.990
H -2.361 -1.156 -1.395
*
```

The calculation puts the energy relative to the best compared isomer or geometry (same formula, charge and spin) at 606.1 kJ/mol. For the HOMO energy (spin up / spin down), the calculation gives -7.63 / -7.41 eV.

Molecular formula: C4H13N3
Method: DFT, wB97M-V/def2-TZVPD

```
! wB97M-V def2-TZVPD RIJCOSX def2/J DEFGRID3
* xyz 0 1
C -0.363 -0.623 1.335
N -1.237 0.444 0.786
C -1.948 -0.017 -0.368
N -2.561 1.002 -1.253
C 1.079 -0.185 0.879
N 1.303 -0.515 -0.495
C 2.703 -0.127 -0.862
H -0.671 -1.624 1.008
H -0.486 -0.741 2.419
H -1.831 0.794 1.523
H -1.220 -0.634 -0.971
H -2.663 -0.783 -0.096
H -3.130 1.554 -0.614
H -1.874 1.669 -1.541
H 1.292 0.921 1.024
H 1.774 -0.758 1.521
H 0.575 -0.225 -1.153
H 3.435 -0.532 -0.132
H 2.967 -0.635 -1.864
H 2.854 1.016 -1.146
*
```

The calculation puts the energy relative to the best compared isomer or geometry (same formula, charge and spin) at 168.1 kJ/mol. Its SMILES is CNCCNCN. For the HOMO energy, the calculation gives -8.56 eV.

Molecular formula: C4H13N3
Method: DFT, wB97M-V/def2-TZVPD

```
! wB97M-V def2-TZVPD RIJCOSX def2/J DEFGRID3
* xyz 0 1
C -1.799 -0.251 0.307
C 0.443 -0.423 1.387
C 2.748 0.302 -0.675
C -1.767 1.273 0.399
N -0.770 -0.888 1.157
N 1.605 -0.602 -0.632
N -1.587 -0.803 -1.026
H -0.865 -1.896 1.144
H 1.908 -1.548 -0.864
H -2.771 -0.602 0.669
H -0.641 -0.578 -1.336
H -2.264 -0.444 -1.690
H 0.505 0.663 1.345
H 1.406 -0.873 0.695
H 3.551 0.079 0.046
H 2.409 1.323 -0.480
H 3.204 0.304 -1.673
H -1.851 1.617 1.433
H -2.610 1.674 -0.165
H -0.853 1.674 -0.040
*
```

The calculation puts the energy relative to the best compared isomer or geometry (same formula, charge and spin) at 355.2 kJ/mol. For the HOMO energy, the calculation gives -7.69 eV.

Molecular formula: C4H13N3
Method: DFT, wB97M-V/def2-TZVPD

```
! wB97M-V def2-TZVPD RIJCOSX def2/J DEFGRID3
* xyz 2 1
C -0.993 0.972 1.544
C 0.234 0.301 0.945
C 0.404 0.642 -0.504
N 1.575 -1.829 -3.085
C 0.425 -1.354 -2.651
N 0.261 -0.977 -1.391
N -1.135 0.910 3.037
H -1.920 0.669 1.057
H -0.926 2.039 1.317
H 0.365 -0.771 1.109
H 1.144 0.728 1.388
H -0.255 1.142 -1.198
H 1.450 0.681 -0.770
H 2.297 -1.553 -2.423
H 1.836 -1.850 -4.063
H -0.367 -1.338 -3.401
H -0.732 -1.022 -1.187
H -0.576 1.607 3.533
H -2.128 1.008 3.277
H -0.957 -0.007 3.467
*
```

The calculation puts the energy relative to the best compared isomer or geometry (same formula, charge and spin) at 248.0 kJ/mol. For the HOMO energy, the calculation gives -18.21 eV.

Molecular formula: C4H13N3
Method: DFT, wB97M-V/def2-TZVPD

```
! wB97M-V def2-TZVPD RIJCOSX def2/J DEFGRID3
* xyz 2 1
C -0.316 1.705 -0.521
C -0.689 0.196 0.109
C 0.389 -0.779 0.318
C 0.964 -1.608 -0.571
N 1.610 -2.744 -0.215
N 0.758 -0.673 1.808
N -1.634 2.341 -0.950
H 0.092 1.398 -1.561
H 0.093 2.320 0.284
H -1.316 -0.057 -0.717
H -1.336 0.334 0.989
H 0.883 -1.410 -1.638
H 2.284 -3.096 -0.913
H 1.272 -3.448 0.426
H 1.574 -1.347 2.029
H 1.054 0.281 2.032
H 0.014 -1.034 2.419
H -2.084 1.869 -1.746
H -1.271 3.231 -1.343
H -2.340 2.523 -0.238
*
```

The calculation puts the energy relative to the best compared isomer or geometry (same formula, charge and spin) at 241.1 kJ/mol. Its SMILES is N/C=C(\[NH3+])CC[NH3+]. For the HOMO energy, the calculation gives -16.43 eV.

Molecular formula: C4H13N3
Method: DFT, wB97M-V/def2-TZVPD

```
! wB97M-V def2-TZVPD RIJCOSX def2/J DEFGRID3
* xyz 2 1
C 0.177 -1.006 -1.990
C -0.403 -0.623 -0.588
C 0.643 -0.164 0.483
N 0.236 2.033 3.516
C 0.566 1.037 2.630
N 0.110 0.902 1.353
N -0.878 -1.094 -3.024
H 0.661 -1.963 -1.870
H 0.977 -0.265 -2.408
H -1.061 0.257 -0.713
H -1.014 -1.495 -0.267
H 0.830 -1.135 1.174
H 1.588 0.160 0.083
H 0.723 2.137 4.380
H -0.434 2.796 3.305
H 1.359 0.287 3.003
H -0.569 1.615 0.945
H -1.067 -2.122 -3.260
H -0.658 -0.641 -3.993
H -1.786 -0.716 -2.760
*
```

The calculation puts the energy relative to the best compared isomer or geometry (same formula, charge and spin) at 98.1 kJ/mol. Its SMILES is N/C=[NH+]/CCC[NH3+]. For the HOMO energy, the calculation gives -18.21 eV.

Molecular formula: C4H13N3O
Method: DFT, wB97M-V/def2-TZVPD

```
! wB97M-V def2-TZVPD RIJCOSX def2/J DEFGRID3
* xyz 0 1
C 1.581 -0.940 -0.273
C -1.169 -0.448 0.449
C 0.173 0.274 0.297
C 0.060 1.695 -0.265
N 2.864 -0.587 0.065
N -2.042 0.237 1.395
N -1.813 -0.584 -0.868
O 1.330 -0.975 -1.604
H 0.741 -0.079 -1.364
H 1.227 -1.810 0.287
H -0.966 -1.432 0.908
H 0.570 0.367 1.313
H 3.163 -0.754 1.014
H 3.213 0.261 -0.359
H -2.876 -0.314 1.574
H -2.636 -1.172 -0.802
H -2.344 1.118 0.993
H -1.177 -1.020 -1.531
H 1.053 2.106 -0.468
H -0.507 1.692 -1.197
H -0.445 2.366 0.436
*
```

The calculation puts the energy relative to the best compared isomer or geometry (same formula, charge and spin) at 320.0 kJ/mol. For the HOMO energy, the calculation gives -8.43 eV.

Molecular formula: C4H13N3O
Method: DFT, wB97M-V/def2-TZVPD

```
! wB97M-V def2-TZVPD RIJCOSX def2/J DEFGRID3
* xyz 0 1
C 0.241 2.472 -1.214
C 0.438 1.744 0.090
C -0.642 0.626 0.374
N -0.774 -0.127 -0.926
C -1.010 -1.511 -0.725
N 0.119 -2.126 -0.166
N -2.053 -2.180 -1.003
H 1.192 2.991 -1.486
H -0.157 1.822 -2.003
H -0.496 3.257 -0.995
H 1.406 1.112 -0.052
H 0.630 2.453 0.872
H -1.722 1.084 0.569
H -0.411 -0.014 1.265
H -1.319 0.320 -1.621
H 1.055 -1.720 -0.229
H 0.111 -3.116 -0.074
H -2.132 -3.164 -0.829
H 1.879 -1.851 2.070
H 1.743 -0.592 3.145
O 1.899 -1.480 2.939
*
```

The calculation puts the energy relative to the best compared isomer or geometry (same formula, charge and spin) at 197.2 kJ/mol. Its SMILES is [H]/N=C(\N)NCCC.O. For the HOMO energy, the calculation gives -9.09 eV.

Molecular formula: C4H13N3O
Method: DFT, wB97M-V/def2-TZVPD

```
! wB97M-V def2-TZVPD RIJCOSX def2/J DEFGRID3
* xyz 0 1
C -1.555 0.180 0.545
C -0.742 0.098 1.922
C 0.743 -0.753 -1.700
C 1.568 1.309 -0.782
N 0.651 0.194 -0.600
N -0.751 0.784 -0.466
N 0.344 -0.835 1.889
O -2.068 -1.093 0.206
H -1.376 -1.742 0.400
H -1.207 0.727 -1.373
H -2.414 0.836 0.714
H 0.881 -0.623 0.933
H 0.001 -1.791 1.934
H -0.341 1.101 2.072
H -1.453 -0.158 2.710
H 1.745 -1.183 -1.726
H 0.542 -0.278 -2.671
H 0.015 -1.551 -1.555
H 1.480 1.971 0.077
H 2.590 0.927 -0.836
H 1.347 1.879 -1.692
*
```

The calculation puts the energy relative to the best compared isomer or geometry (same formula, charge and spin) at 265.8 kJ/mol. Its SMILES is CN(C)N[C@@H](O)CN. For the HOMO energy, the calculation gives -8.45 eV.

Molecular formula: C4H13N3O
Method: DFT, wB97M-V/def2-TZVPD

```
! wB97M-V def2-TZVPD RIJCOSX def2/J DEFGRID3
* xyz 0 1
C -0.021 1.066 -0.961
N 0.995 0.800 -2.037
C -0.399 -0.044 0.003
C -1.487 -0.976 -0.571
O -2.682 -0.186 -0.687
N 0.707 -0.912 0.459
C 1.276 -0.579 1.778
N 1.647 0.770 2.072
H 0.389 1.979 -0.503
H -0.910 1.507 -1.415
H 1.556 0.006 -1.748
H 0.511 0.594 -2.900
H -0.936 0.347 0.871
H -1.277 -1.392 -1.562
H -1.561 -1.796 0.138
H -3.419 -0.695 -0.395
H 1.478 -0.884 -0.183
H 0.533 -0.825 2.538
H 2.113 -1.274 1.848
H 2.436 1.239 1.662
H 0.895 1.395 2.289
*
```

The calculation puts the energy relative to the best compared isomer or geometry (same formula, charge and spin) at 197.4 kJ/mol. Its SMILES is NCN[C@@H](CN)CO. For the HOMO energy, the calculation gives -8.73 eV.

Look up the energy relative to the best compared isomer or geometry (same formula, charge and spin) of the ninth one.
320.0 kJ/mol